Arrangement i

The following is a quantum chemistry calculation of a cluster of 2 separate species, C2H8N5O in total, from the Open Molecules 2025 dataset.

```
! wB97M-V def2-TZVPD RIJCOSX def2/J DEFGRID3
* xyz 1 1
C 1.50 -0.73 -0.30
C 0.38 -1.60 -0.08
N -1.22 1.11 0.27
N 2.69 1.11 0.11
N -3.05 -0.06 -0.04
N 1.62 0.46 0.25
N -2.34 0.93 -0.29
O -0.67 -1.29 0.49
H 2.49 -1.22 -0.55
H 0.41 -2.51 -0.65
H -0.50 0.45 0.63
H 3.47 0.52 -0.26
H 2.61 1.96 0.51
H -3.99 -0.24 -0.33
H -2.57 -0.85 0.41
H -0.83 1.95 -0.19
*
```

HOMO level (Ha): -0.493
Kohn-Sham gap (Ha): 0.3347

These are the Mulliken partial charges, in e, on atoms 1 to 5: -0.031 -0.079 0.048 -0.508 -0.071

***

Arrangement ii

The following is a quantum chemistry calculation of the ion C2H8N5O with charge +1, from the Open Molecules 2025 dataset.

```
! wB97M-V def2-TZVPD RIJCOSX def2/J DEFGRID3
* xyz 1 1
H -3.20 1.40 0.14
N -2.60 1.07 -0.61
N -1.83 0.15 -0.14
N -2.10 -0.56 0.95
C -0.67 -0.07 -0.80
O -0.05 -1.32 -0.46
C 0.82 -0.36 0.03
N 2.01 -0.11 -0.51
N 2.92 0.60 0.24
H -1.38 -1.21 1.18
H -3.08 -0.72 1.13
H -0.37 0.35 -1.83
H 0.95 -0.15 1.16
H 2.15 -0.63 -1.41
H 3.19 0.13 1.10
H 3.24 1.43 -0.16
*
```

HOMO level (spin up / spin down) (Ha): -0.474 / -0.474
Kohn-Sham gap (spin up / spin down) (Ha): 0.2868 / 0.2867

These are the Mulliken partial charges, in e, on atoms 1 to 5: 0.285 -0.883 1.071 -0.567 -0.188

***

Which is less stable than every other structure shown? arrangement ii is.